This record from the Open Molecules 2025 dataset describes a structure of composition C44H53B2F9N10O5S2Y in a non-equilibrium geometry. The level of theory is ωB97M-V/def2-TZVPD.

The geometry in XYZ format:
```
126
Properties=species:S:1:pos:R:3
Y 0.176 0.066 0.235
C -2.094 2.578 -1.324
C -2.813 1.543 -0.540
C -4.124 1.614 -0.073
C -4.337 0.415 0.576
C -5.539 -0.035 1.334
N -3.223 -0.327 0.464
N -2.262 0.374 -0.209
B -2.931 -1.682 1.132
N -2.347 -2.704 0.143
N -0.998 -2.786 -0.027
C -0.765 -3.985 -0.546
C 0.603 -4.558 -0.700
C -1.975 -4.671 -0.764
C -2.954 -3.825 -0.297
C -4.433 -4.019 -0.235
N -1.971 -1.543 2.331
N -0.701 -1.078 2.202
C -0.152 -1.116 3.414
C 1.237 -0.646 3.669
C -1.065 -1.623 4.339
C -2.206 -1.876 3.610
C -3.514 -2.420 4.078
H -2.215 3.555 -0.863
H -2.501 2.636 -2.334
H -1.031 2.366 -1.437
H -4.808 2.439 -0.166
H -6.327 0.712 1.235
H -5.312 -0.148 2.393
H -5.919 -0.991 0.974
H -3.973 -2.110 1.537
H 1.372 -3.841 -0.432
H 0.791 -4.893 -1.722
H 0.688 -5.426 -0.039
H -2.104 -5.657 -1.177
H -4.706 -4.913 -0.796
H -4.967 -3.170 -0.665
H -4.786 -4.136 0.790
H 1.960 -1.273 3.152
H 1.450 -0.680 4.738
H 1.391 0.382 3.338
H -0.921 -1.761 5.396
H -3.448 -2.637 5.144
H -3.787 -3.337 3.555
H -4.324 -1.707 3.926
O -2.388 1.218 2.630
S -1.428 2.254 2.912
O -1.022 2.420 4.290
N -0.192 2.121 1.910
C 0.864 3.029 2.075
C 0.985 4.042 2.996
C 2.107 4.901 3.005
C 3.129 4.755 2.116
C 3.052 3.705 1.166
C 4.087 3.460 0.234
C 3.983 2.427 -0.641
C 2.819 1.631 -0.593
N 1.835 1.844 0.242
C 1.932 2.863 1.143
C -2.286 3.757 2.480
C -3.525 3.963 3.081
C -4.273 5.081 2.759
C -3.792 6.003 1.835
C -2.559 5.796 1.243
C -1.804 4.673 1.564
H 0.228 4.193 3.750
H 2.139 5.686 3.751
H 3.996 5.403 2.124
H 4.958 4.106 0.245
H 4.753 2.204 -1.364
H 2.702 0.795 -1.268
H -3.906 3.235 3.785
H -5.238 5.233 3.224
H -4.380 6.874 1.578
H -2.176 6.502 0.516
H -0.849 4.512 1.087
C 5.826 -0.598 0.631
C 4.618 -1.288 1.246
C 4.861 -1.487 2.738
O 3.496 -0.400 1.103
B 2.350 -1.076 0.636
O 2.725 -2.409 0.416
C 4.146 -2.578 0.499
C 4.649 -2.683 -0.935
C 4.422 -3.877 1.240
H 6.031 0.318 1.185
H 5.649 -0.327 -0.408
H 6.714 -1.232 0.677
H 5.046 -0.514 3.193
H 5.722 -2.129 2.932
H 3.993 -1.922 3.227
H 4.394 -1.793 -1.511
H 4.155 -3.526 -1.419
H 5.729 -2.834 -0.977
H 3.930 -3.895 2.209
H 5.494 -4.031 1.389
H 4.039 -4.712 0.654
C -2.002 -1.745 -2.987
N -1.070 -2.349 -3.905
C -1.517 -2.860 -5.183
C -0.201 -3.066 -5.943
N 0.761 -3.103 -4.853
C 0.253 -2.468 -3.734
S 1.217 -1.999 -2.470
H -2.623 -1.027 -3.526
H -1.445 -1.210 -2.221
H -2.629 -2.502 -2.515
H -2.169 -2.131 -5.669
H -2.078 -3.793 -5.058
H -0.005 -2.235 -6.627
H -0.196 -3.998 -6.510
H 1.735 -2.913 -5.027
F 3.155 2.247 -3.464
C 2.218 1.533 -4.122
F 2.582 0.260 -4.040
F 2.315 1.891 -5.418
C 0.793 1.782 -3.508
O 0.577 1.157 -2.364
C 0.641 3.358 -3.384
F -0.640 3.745 -3.514
F 1.050 3.769 -2.181
F 1.336 4.055 -4.300
C -0.238 1.323 -4.595
F -0.328 2.156 -5.655
F -1.464 1.207 -4.086
F 0.095 0.119 -5.096
```

Calculated values
molar mass = 1147.6 g/mol
total charge = -1
2S+1 = 1
total energy = -120163.107 eV
HOMO energy = -4.954 eV
gap between HOMO and LUMO = 7.37 eV
lowest unoccupied orbital energy = 2.414 eV